1.
{"formula": "C30H42O27", "method": "wB97M-V/def2-TZVPD", "e_above_lowest_kj_mol": 0.0, "e_lumo_ev": -0.32, "gap_ev": 10.0, "homo_ev": -10.3, "total_energy_ha": -3199.9271, "species": ["C", "C", "O", "C", "O", "O", "H", "H", "H", "H", "C", "C", "O", "C", "O", "O", "H", "H", "H", "H", "C", "C", "O", "C", "O", "O", "H", "H", "H", "H", "C", "C", "O", "C", "O", "O", "H", "H", "H", "H", "C", "C", "O", "C", "O", "O", "H", "H", "H", "H", "C", "C", "O", "C", "O", "O", "H", "H", "H", "H", "C", "C", "C", "O", "C", "O", "O", "H", "H", "H", "H", "H", "H", "C", "C", "C", "O", "C", "O", "O", "H", "H", "H", "H", "H", "H", "C", "C", "C", "O", "C", "O", "O", "H", "H", "H", "H", "H", "H"], "xyz": [[4.0466, 1.2244, 5.0753], [3.3239, 0.1593, 4.2538], [2.4893, 0.8887, 3.3338], [2.7600, 2.1785, 3.4387], [2.3406, 3.0370, 2.7172], [3.5613, 2.4466, 4.4773], [5.1128, 1.2204, 4.8523], [3.8475, 1.1779, 6.1408], [2.5820, -0.3411, 4.8772], [3.9543, -0.5377, 3.7090], [2.3402, -2.5047, 1.6276], [3.0816, -3.5977, 2.4310], [3.0192, -4.7191, 1.5713], [2.6642, -4.3373, 0.3459], [2.5853, -5.0758, -0.5893], [2.3295, -3.0374, 0.3140], [2.8037, -1.5182, 1.6564], [1.3598, -2.3579, 2.0792], [2.5507, -3.7474, 3.3720], [4.1182, -3.3694, 2.6860], [0.1396, 2.0924, 0.7350], [1.2216, 1.1515, 0.2024], [0.7159, 0.8400, -1.0631], [-0.6156, 0.8656, -1.0413], [-1.3367, 0.4126, -1.8830], [-1.0302, 1.4967, 0.0624], [0.2697, 3.1301, 0.4477], [-0.0094, 1.8958, 1.7907], [1.4738, 0.2932, 0.8328], [2.1949, 1.6530, 0.2166], [1.4842, 2.2322, -3.8114], [1.5090, 3.5359, -4.5897], [2.0492, 4.4643, -3.6425], [2.5186, 3.8140, -2.5710], [3.0349, 4.3377, -1.6360], [2.3541, 2.4799, -2.7050], [1.6700, 1.3281, -4.3858], [0.5057, 2.0824, -3.3459], [0.5120, 3.8498, -4.8845], [2.1218, 3.4115, -5.4836], [-3.0405, -0.8769, -4.5029], [-4.1310, -1.1894, -3.4827], [-4.8074, -2.2940, -4.1240], [-4.0849, -2.7587, -5.1732], [-4.2611, -3.8339, -5.6588], [-3.1278, -1.8854, -5.5088], [-2.0912, -0.8254, -3.9736], [-3.2553, 0.1040, -4.9254], [-4.8979, -0.4289, -3.3524], [-3.7792, -1.6596, -2.5614], [-3.6890, 3.3837, -2.2756], [-3.4990, 4.7509, -2.9075], [-2.4352, 4.5131, -3.8393], [-2.3936, 3.2020, -4.1129], [-1.6844, 2.7243, -4.9567], [-3.2911, 2.5381, -3.3792], [-4.7344, 3.1935, -2.0500], [-3.0427, 3.1861, -1.4223], [-3.1733, 5.4348, -2.1231], [-4.3940, 5.1691, -3.3613], [-4.2418, -2.0609, 1.3789], [-4.6104, -0.5780, 1.4790], [-3.8453, 0.3570, 0.5633], [-4.8163, 1.1175, -0.1125], [-6.0454, 0.6510, 0.1625], [-7.0664, 1.0827, -0.2603], [-5.9597, -0.4083, 0.9779], [-3.3453, -2.1188, 1.9992], [-4.0664, -2.3327, 0.3358], [-4.9829, -2.7893, 1.7027], [-4.6217, -0.3110, 2.5380], [-3.1869, -0.2211, -0.0889], [-3.2025, 1.0333, 1.1253], [4.9180, 0.2142, -3.3097], [4.2698, -0.1391, -1.9856], [4.6448, -1.4650, -1.3632], [5.0308, -1.0730, -0.0415], [4.8612, 0.2356, 0.1638], [4.9326, 0.7445, 1.2481], [4.5460, 0.8618, -0.9860], [4.6040, -0.5687, -4.0106], [5.9997, 0.1137, -3.2241], [4.5275, 1.1343, -3.7319], [3.1840, -0.1349, -2.1260], [5.5091, -1.9088, -1.8624], [3.8243, -2.1759, -1.3760], [-1.9611, -3.9249, 5.1606], [-1.3427, -2.5203, 5.2500], [0.2118, -2.4175, 5.2931], [0.4750, -1.5676, 4.1918], [-0.6116, -1.2952, 3.4820], [-0.5676, -0.6623, 2.4680], [-1.7113, -1.7096, 4.1222], [-1.7905, -4.5638, 6.0240], [-1.5977, -4.4102, 4.2518], [-3.0397, -3.7884, 5.0794], [-1.8627, -2.1211, 6.1218], [0.6900, -3.3887, 5.2094], [0.4066, -1.8939, 6.2272]], "lowdin_charge": [-0.0766, -0.0965, 0.0496, -0.5987, 0.1610, 0.0747, 0.1334, 0.1280, 0.1117, 0.1231, -0.1017, -0.0987, 0.0865, -0.5841, 0.1666, 0.0622, 0.1131, 0.1027, 0.1155, 0.1324, -0.0439, -0.1313, 0.0632, -0.5848, 0.1451, 0.0291, 0.1388, 0.1146, 0.1124, 0.1293, -0.1093, -0.0956, 0.0810, -0.5776, 0.1660, 0.0271, 0.1393, 0.1079, 0.1131, 0.1310, -0.1103, -0.0901, 0.0352, -0.5814, 0.1518, 0.0804, 0.1144, 0.1209, 0.1316, 0.1241, -0.0866, -0.1033, 0.0744, -0.5848, 0.1387, 0.0535, 0.1329, 0.1276, 0.1325, 0.1332, -0.0060, -0.2780, -0.1074, 0.0696, -0.5815, 0.1632, 0.0841, 0.0686, 0.0841, 0.0876, 0.1513, 0.1201, 0.1282, -0.0062, -0.3157, -0.0673, 0.0658, -0.5679, 0.1480, 0.0989, 0.0956, 0.0938, 0.0770, 0.1427, 0.1374, 0.1233, -0.0186, -0.2865, -0.0605, 0.0383, -0.5750, 0.1677, 0.0923, 0.0890, 0.0908, 0.0871, 0.1472, 0.1306, 0.1347]}

---

2.
{"formula": "C30H43AsNO5S5V", "method": "wB97M-V/def2-TZVPD", "total_charge": -1, "s_squared": 3.79, "e_above_lowest_kj_mol": 242.1, "e_lumo_ev": [2.28, 2.28], "multiplicity": 4, "gap_ev": [5.0, 5.1], "homo_ev": [-2.8, -2.8], "total_energy_ha": -6770.5750, "species": ["V", "C", "O", "C", "C", "O", "C", "C", "O", "C", "H", "H", "H", "H", "H", "H", "H", "H", "H", "H", "H", "H", "H", "H", "S", "S", "S", "S", "C", "C", "C", "C", "C", "C", "C", "S", "C", "O", "H", "H", "H", "H", "H", "H", "H", "H", "H", "H", "C", "As", "C", "C", "O", "H", "H", "H", "H", "H", "H", "H", "H", "H", "N", "C", "C", "C", "C", "C", "C", "C", "C", "C", "C", "C", "C", "C", "H", "H", "H", "H", "H", "H", "H", "H", "H", "H"], "xyz": [[0.6976, -0.4812, 0.1242], [4.2112, -0.3172, 0.4273], [3.1355, 0.2431, 1.1676], [3.4347, 1.5604, 1.5426], [2.3022, 2.1327, 2.3667], [1.0011, 1.9319, 1.8292], [0.4773, 2.9576, 0.9797], [1.0355, 3.1177, -0.4274], [1.2434, 1.8688, -1.0126], [1.4102, 1.9694, -2.4226], [5.1114, -0.3727, 1.0469], [4.4024, 0.3034, -0.4567], [3.9192, -1.3164, 0.1336], [3.6658, 2.1821, 0.6693], [4.3305, 1.5564, 2.1823], [2.4561, 3.2066, 2.5317], [2.3159, 1.6356, 3.3385], [0.5581, 3.9299, 1.4842], [-0.5785, 2.7035, 0.8895], [1.9620, 3.7034, -0.4642], [0.2686, 3.6790, -0.9822], [2.2519, 2.6338, -2.6545], [0.5005, 2.3623, -2.8876], [1.6123, 0.9675, -2.7793], [4.4323, -3.1850, 1.0731], [2.9463, -4.6055, 0.8955], [1.5871, -4.0355, -0.5232], [0.0198, -2.7728, 0.0953], [-4.4899, -1.4681, 4.1784], [-3.0115, -1.3282, 3.9151], [-2.4215, -0.0729, 3.8014], [-1.0781, 0.0583, 3.4828], [-0.3112, -1.0809, 3.3031], [-0.8593, -2.3415, 3.4372], [-2.2106, -2.4530, 3.7415], [1.4612, -1.0176, 2.9084], [1.8443, -0.2304, 4.4788], [1.9839, -2.3987, 3.0355], [-4.9675, -0.4921, 4.2709], [-4.6824, -2.0308, 5.0946], [-4.9789, -1.9990, 3.3591], [-3.0297, 0.8137, 3.9410], [-0.6350, 1.0423, 3.3652], [-0.2260, -3.2067, 3.2781], [-2.6522, -3.4402, 3.8310], [1.3257, -0.8102, 5.2376], [1.5229, 0.8121, 4.4866], [2.9270, -0.3031, 4.6001], [2.7402, -0.9692, -4.4971], [2.2684, -2.0110, -2.9483], [3.8637, -3.0116, -2.6676], [0.8953, -3.1647, -3.6314], [1.8097, -0.8551, -1.8194], [3.1026, -1.6089, -5.3018], [3.5223, -0.2709, -4.1999], [1.8697, -0.4039, -4.8286], [4.1298, -3.4550, -3.6301], [3.7260, -3.7678, -1.8995], [4.6408, -2.3289, -2.3313], [0.6969, -2.9065, -4.6728], [0.0042, -3.0383, -3.0195], [1.2369, -4.1929, -3.5483], [-0.9195, 0.1646, -0.1299], [-1.9130, 0.5928, -0.7948], [-3.1509, 1.1025, -0.1147], [-4.4027, 1.0097, -0.7202], [-5.5445, 1.4784, -0.0825], [-5.4509, 2.0563, 1.1777], [-4.2103, 2.1403, 1.7962], [-3.0755, 1.6583, 1.1543], [-1.8594, 0.6200, -2.2988], [-2.3513, 1.7007, -3.0284], [-2.1931, 1.7633, -4.4082], [-1.5506, 0.7286, -5.0774], [-1.0723, -0.3590, -4.3558], [-1.2163, -0.4100, -2.9750], [-4.4844, 0.5529, -1.6991], [-6.5064, 1.3880, -0.5718], [-6.3368, 2.4330, 1.6738], [-4.1224, 2.5790, 2.7830], [-2.1108, 1.6952, 1.6440], [-2.8506, 2.5112, -2.5092], [-2.5707, 2.6175, -4.9569], [-1.4259, 0.7685, -6.1527], [-0.5840, -1.1771, -4.8735], [-0.8258, -1.2416, -2.3980]], "lowdin_charge": [0.4773, -0.1923, -0.2903, -0.2123, -0.1818, -0.1748, -0.1578, -0.2113, -0.2178, -0.0727, 0.0824, 0.0901, -0.0785, 0.1220, 0.1356, 0.1330, 0.0689, 0.1281, 0.0959, 0.1221, 0.1321, 0.0951, 0.0878, 0.0432, -0.1097, -0.1672, -0.1348, 0.0728, -0.0560, -0.2707, -0.0563, -0.0898, -0.3857, -0.0847, -0.0308, 0.8555, -0.2224, -0.5298, 0.0667, 0.0732, 0.0796, 0.0918, 0.0987, 0.1027, 0.1133, 0.0662, 0.0361, 0.0686, -0.2215, 0.9751, -0.2373, -0.2322, -0.5813, 0.0349, 0.0384, 0.0204, 0.0402, -0.0328, 0.0396, 0.0251, 0.0117, 0.0314, -0.0500, -0.2943, -0.1564, -0.0441, -0.0928, -0.1077, -0.0960, -0.0459, -0.1693, -0.0594, -0.0996, -0.1044, -0.0881, -0.0273, 0.1123, 0.0947, 0.0917, 0.0953, 0.0756, 0.1129, 0.0938, 0.0924, 0.0776, 0.0661]}

---

Which formula does entry 2 have? C30H43AsNO5S5V